## A
This record from the OMol25 dataset describes a 2-piece molecular cluster, C2H8IN2 overall. The level of theory is ωB97M-V with the def2-TZVPD basis set.

Results
LUMO level, eV: -3.53
Frontier orbital gap, eV: 9.551
Net charge: +1

Last column: Mulliken charge in e.
Cartesian coordinates (Å):
C  1.611  -0.749  -0.757  -1.114
C  0.354  -0.340  -0.228  0.853
N  -0.165  -1.055  0.738  -0.363
N  -0.340  0.662  -0.712  -0.352
I  -2.680  3.012  2.003  -0.121
H  1.903  0.215  -1.348  0.277
H  1.403  -1.427  -1.526  0.376
H  2.281  -1.296  -0.061  0.362
H  -1.037  -0.820  1.276  0.252
H  0.356  -1.715  1.309  0.247
H  -0.022  0.823  -1.646  0.226
H  -4.285  3.336  1.911  0.146
H  -1.291  1.022  -0.538  0.210


## B
This record from the OMol25 dataset describes an isolated ion of composition C2H8IN2 and charge +1. The level of theory is ωB97M-V with the def2-TZVPD basis set.

Results
LUMO level, eV: -4.03
Frontier orbital gap, eV: 7.211
Net charge: +1

Last column: Mulliken charge in e.
Cartesian coordinates (Å):
C  -2.323  0.265  -0.398  -0.559
C  1.337  0.283  0.552  -0.673
N  -2.417  -0.949  0.133  -0.252
N  2.759  -0.083  -0.058  -0.358
I  0.033  1.318  -0.904  0.157
H  -2.487  0.248  -1.499  0.404
H  -2.675  1.187  0.132  0.407
H  1.627  0.796  1.433  0.293
H  2.587  -0.496  -0.922  0.319
H  -2.659  -0.961  1.119  0.266
H  3.298  0.790  -0.119  0.341
H  -2.120  -1.880  -0.284  0.263
H  3.039  -0.518  0.815  0.389


Going by the energies, A is most stable and the next is 392.4 kJ/mol up.


## A
This record from the OMol25 dataset describes an isolated ion of composition C5H14NO3 and charge +1. The level of theory is ωB97M-V with the def2-TZVPD basis set.

Results
LUMO level, eV: -2.72
Frontier orbital gap, eV: 12.367
Net charge: +1
SMILES string: COC(O)(OC)[NH+](C)C

Last column: Mulliken charge in e.
Cartesian coordinates (Å):
C  -0.921  2.027  -0.495  -0.754
O  -0.559  1.261  0.735  -0.364
C  -0.350  -0.095  0.633  0.333
O  -0.483  -0.682  1.830  -0.537
O  -1.151  -0.701  -0.276  -0.332
C  -2.498  -0.909  0.083  -0.701
N  1.064  -0.397  0.140  0.160
C  1.213  -0.426  -1.298  -0.896
C  2.069  0.436  0.786  -0.861
H  -0.376  2.941  -0.448  0.266
H  -1.908  2.297  -0.536  0.317
H  -0.764  1.391  -1.272  0.405
H  -1.356  -0.271  2.169  0.545
H  -3.122  -1.017  -0.809  0.265
H  -2.761  -0.070  0.645  0.418
H  -2.708  -1.824  0.686  0.237
H  1.150  -1.302  0.538  0.339
H  1.400  0.574  -1.607  0.407
H  2.094  -1.053  -1.473  0.422
H  0.417  -0.835  -1.866  0.281
H  2.282  1.389  0.373  0.311
H  1.573  0.614  1.703  0.370
H  2.946  -0.129  0.978  0.367


## B
This record from the OMol25 dataset describes an isolated ion of composition C5H14NO3 and charge +1. The level of theory is ωB97M-V with the def2-TZVPD basis set.

Results
LUMO level, eV: -2.94
Frontier orbital gap, eV: 11.952
Net charge: +1
SMILES string: COC(O)(OC)[NH+](C)C

Last column: Mulliken charge in e.
Cartesian coordinates (Å):
C  1.335  -2.174  -0.661  -0.742
O  0.029  -1.544  -0.208  -0.418
C  0.253  -0.229  0.240  0.745
O  0.444  -0.137  1.701  -0.577
O  1.122  0.347  -0.577  -0.422
C  2.015  1.424  -0.143  -0.601
N  -1.168  0.479  0.234  -0.123
C  -1.632  0.984  -1.124  -0.780
C  -2.134  -0.241  1.038  -0.960
H  1.143  -3.129  -1.022  0.357
H  2.174  -2.201  0.039  0.269
H  1.541  -1.542  -1.520  0.326
H  1.405  -0.402  1.883  0.452
H  2.655  1.635  -0.878  0.297
H  2.535  0.984  0.696  0.292
H  1.411  2.355  0.006  0.290
H  -0.846  1.433  0.684  0.437
H  -0.863  1.698  -1.347  0.345
H  -1.585  0.254  -1.921  0.305
H  -2.622  1.408  -1.053  0.338
H  -2.407  -1.256  0.667  0.350
H  -1.761  -0.356  2.015  0.369
H  -3.045  0.209  1.252  0.451


Going by the energies, A is most stable and the next is 47.8 kJ/mol up.


## A
This record from the OMol25 dataset describes C2H5FN2 as an isolated structure. The level of theory is ωB97M-V with the def2-TZVPD basis set.

Results
LUMO level, eV: 0.90
Frontier orbital gap, eV: 9.595

Last column: Mulliken charge in e.
Cartesian coordinates (Å):
C  -0.002  0.674  -0.124  -0.115
C  -1.672  0.204  0.132  -0.241
H  2.699  0.184  -0.547  0.265
H  2.163  -1.646  -0.037  0.271
H  0.302  1.744  -0.584  0.265
H  -2.384  1.005  -0.246  0.263
H  -1.794  -0.041  1.537  0.150
N  1.979  -0.569  0.050  -0.579
N  0.666  -0.470  0.071  -0.042
F  -1.958  -1.085  -0.253  -0.239


## B
This record from the OMol25 dataset describes C2H5FN2 as an isolated structure. The level of theory is ωB97M-V with the def2-TZVPD basis set.

Results
LUMO level, eV: 0.28
Frontier orbital gap, eV: 9.759

Last column: Mulliken charge in e.
Cartesian coordinates (Å):
C  -0.603  0.207  -0.169  -0.126
C  -0.713  0.224  1.497  -0.161
H  0.793  -0.891  -1.933  0.234
H  2.035  0.261  -2.155  0.246
H  -1.017  -0.763  -0.631  0.206
H  -0.051  -0.769  1.943  0.208
H  -1.957  -0.219  1.736  0.238
N  1.110  0.081  -1.852  -0.480
N  0.694  0.363  -0.521  -0.101
F  -0.291  1.506  2.086  -0.264


Going by the energies, B is most stable and the next is 12.6 kJ/mol up.


## A
This record from the OMol25 dataset describes one molecule with the formula C10H11OP. The level of theory is ωB97M-V with the def2-TZVPD basis set.

Results
LUMO level, eV: -0.01
Frontier orbital gap, eV: 7.940

Last column: Mulliken charge in e.
Cartesian coordinates (Å):
C  2.069  1.716  1.421  -0.809
C  1.055  2.585  1.061  -0.087
C  2.294  0.634  0.577  -0.522
C  0.124  2.312  0.064  -0.732
C  1.336  0.262  -0.311  0.127
C  0.159  1.043  -0.527  0.899
C  -0.762  -1.498  0.782  -0.599
C  -1.895  -2.407  0.380  -0.546
C  -0.712  0.769  -1.656  -0.894
C  -0.774  -2.073  -0.573  0.090
O  -2.066  -1.653  -2.866  -0.686
P  -1.226  -0.884  -1.889  0.579
H  2.786  1.903  2.126  0.468
H  0.918  3.676  1.519  0.187
H  3.153  0.018  0.641  0.410
H  -0.557  3.120  -0.076  0.343
H  1.558  -0.661  -0.993  0.154
H  -1.065  -0.357  0.926  0.196
H  -0.081  -1.885  1.517  0.287
H  -1.951  -3.537  0.677  0.247
H  -2.911  -1.869  0.172  0.204
H  -1.385  1.599  -1.898  0.320
H  -0.068  -2.811  -1.071  0.364


## B
This record from the OMol25 dataset describes one molecule with the formula C10H11OP. The level of theory is ωB97M-V with the def2-TZVPD basis set.

Results
LUMO level, eV: 0.82
Frontier orbital gap, eV: 10.259
SMILES string: C=C[P@@]1(=O)CCc2ccccc21

Last column: Mulliken charge in e.
Cartesian coordinates (Å):
C  2.150  2.822  -0.302  -0.550
C  1.617  1.728  0.193  -0.340
P  1.042  0.342  -1.124  0.795
O  1.437  0.629  -2.502  -0.734
C  1.594  -1.245  -0.357  -0.789
C  0.490  -1.658  0.619  -0.794
C  -0.802  -1.020  0.188  0.357
C  -2.055  -1.398  0.642  -0.693
C  -3.180  -0.744  0.168  -0.484
C  -3.064  0.289  -0.750  -0.517
C  -1.816  0.685  -1.196  -0.530
C  -0.696  0.024  -0.727  0.372
H  2.489  3.640  0.316  0.272
H  2.266  2.924  -1.370  0.262
H  1.441  1.524  1.235  0.302
H  2.564  -1.140  0.134  0.390
H  1.702  -1.967  -1.172  0.376
H  0.731  -1.321  1.633  0.258
H  0.382  -2.745  0.659  0.396
H  -2.149  -2.198  1.362  0.431
H  -4.156  -1.044  0.518  0.380
H  -3.953  0.784  -1.113  0.385
H  -1.709  1.491  -1.908  0.457


Going by the energies, B is most stable and the next is 350.9 kJ/mol up.